No. 1
Computed, not measured: a molecular structure, C17H16BaCl2FN3O4S in a non-equilibrium geometry, with ωB97M-V with the def2-TZVPD basis set.

**ΔE to the lowest compared entry with this formula, charge and spin**: 182.31 kJ/mol
**E_tot**: -69836.536 eV
**LUMO energy**: 4.19 eV
**Net charge**: -2
**Gap between HOMO and LUMO**: 3.31 eV

Structure (XYZ):
```
45
Properties=species:S:1:pos:R:3:forces:R:3:mulliken_charge:R:1
Ba 0.5264 0.0169 0.0038 0.05 0.90 0.21 1.27
C -2.4697 2.7515 1.7856 -0.29 0.06 -0.08 -1.35
C -2.0802 1.8850 0.6071 0.16 0.46 -0.47 0.74
N -1.7262 0.5693 0.8563 -0.30 -0.04 0.33 -0.71
O -2.1547 0.2244 2.2200 0.01 -0.73 -0.12 -0.54
C -1.9679 2.4923 -0.6221 -0.59 0.44 0.87 -0.29
C -2.1867 3.9871 -0.7412 -0.52 -0.34 0.02 -1.49
N -1.5301 1.9042 -1.8340 1.10 -1.57 0.40 0.98
O -1.5239 2.7112 -2.9199 -0.03 0.64 -1.18 -0.96
H -2.3621 2.2022 2.7115 -0.02 0.00 0.07 0.46
H -3.5085 3.0957 1.7074 0.05 -0.02 0.02 0.24
H -1.8530 3.6417 1.8460 0.19 0.29 -0.05 0.29
H -1.6183 -0.5609 2.3855 -0.12 0.16 0.15 0.28
H -1.4263 4.5602 -0.2276 0.42 0.30 0.29 0.24
H -3.1515 4.3048 -0.3234 0.06 -0.07 -0.01 0.28
H -2.1428 4.2247 -1.8018 -0.05 0.01 0.02 0.37
Cl 2.0558 -2.6786 1.6929 -0.07 0.27 0.16 -0.17
C 2.7082 -2.3275 3.2795 0.17 0.16 0.10 0.69
C 3.4828 -3.3302 3.8311 -0.06 -0.07 -0.01 -0.69
C 4.0506 -3.1705 5.0845 0.08 -0.20 -0.04 -0.30
C 3.8317 -1.9910 5.7680 0.10 0.02 0.21 -0.72
C 3.0712 -0.9936 5.1985 0.02 0.03 0.06 0.44
Cl 2.8631 0.4608 6.1315 0.04 0.06 0.12 -0.25
C 2.4761 -1.0817 3.9238 -0.06 -0.20 -0.37 -0.42
S 1.5738 0.2219 3.2719 -0.24 0.02 -0.54 -0.44
H 3.6297 -4.2414 3.2688 0.01 -0.04 -0.02 0.35
H 4.6544 -3.9551 5.5210 0.00 -0.02 -0.01 0.32
H 4.2549 -1.8295 6.7505 0.00 0.00 0.01 0.36
O 1.2708 -1.5487 -1.9732 0.26 -0.30 0.09 -0.49
N 0.7459 -2.5737 -1.4855 -0.09 -0.37 -0.24 0.32
O -0.2426 -2.3484 -0.7398 0.12 -0.26 -0.07 -0.57
F 1.1861 -1.7170 -6.2451 0.11 -0.08 -0.12 -0.39
C 0.4215 -1.1614 -5.2592 -0.04 0.02 0.05 0.66
C -0.7356 -1.8023 -4.8798 0.19 -0.07 -0.20 -0.55
C -1.5091 -1.2148 -3.8938 -0.19 0.11 0.32 -0.68
C -1.1295 -0.0298 -3.2807 0.08 0.12 0.08 0.45
C -1.9791 0.5792 -2.1854 -0.14 0.21 -0.02 -1.26
C 0.0538 0.5822 -3.6909 -0.21 0.08 0.08 -0.05
C 0.8317 0.0226 -4.6857 0.11 -0.13 -0.16 -0.75
H -1.0145 -2.7377 -5.3451 0.00 -0.04 -0.03 0.38
H -2.4262 -1.7000 -3.5795 -0.03 -0.01 0.02 0.32
H -1.9821 -0.0447 -1.2834 -0.11 -0.14 -0.05 0.50
H -3.0133 0.5714 -2.5776 -0.20 0.21 0.13 0.27
H 0.2948 1.5415 -3.2551 0.02 0.09 0.01 0.52
H 1.7502 0.4878 -5.0152 0.05 0.02 -0.04 0.34
```
Forces are in eV/Å.

***

No. 2
Computed, not measured: a molecular structure, C26H30F6KN11O6S4 in a non-equilibrium geometry, with ωB97M-V with the def2-TZVPD basis set.

**ΔE to the lowest compared entry with this formula, charge and spin**: 305.27 kJ/mol
**E_tot**: -132096.500 eV
**LUMO energy**: 3.77 eV
**Net charge**: -2
**Gap between HOMO and LUMO**: 6.30 eV

Structure (XYZ):
```
84
Properties=species:S:1:pos:R:3:forces:R:3:mulliken_charge:R:1
K 0.1753 -0.6403 0.0075 0.81 3.02 0.11 1.02
S 2.2318 0.7770 -1.9559 0.15 0.11 0.08 -0.30
C 1.2625 2.1004 -2.4187 1.15 0.05 -0.30 -0.23
N 1.6786 3.0128 -3.2542 0.12 -0.04 0.12 -0.76
N 0.7632 4.0383 -3.5557 -0.54 -0.03 -0.22 0.20
C 0.7114 5.2269 -2.8898 0.15 0.30 0.02 0.41
C 0.1757 6.3572 -3.5339 0.01 -0.13 0.01 -0.60
C 0.0771 7.5680 -2.8751 -0.02 0.03 0.05 -0.41
C 0.5162 7.6982 -1.5630 -0.02 0.09 0.03 -0.59
C 1.0501 6.5839 -0.9227 -0.01 0.07 -0.05 -0.62
C 1.1494 5.3632 -1.5636 0.15 -0.06 -0.04 -0.13
N -0.0601 2.0135 -1.9926 -1.72 -0.37 0.23 0.14
N -0.5904 3.0206 -1.5083 1.07 0.21 -0.11 0.08
C -1.9577 2.9516 -1.2054 -0.98 -0.15 0.32 -0.13
C -2.6196 1.8229 -0.7198 0.31 0.19 -0.08 -0.29
C -3.9608 1.8966 -0.3852 -0.14 -0.07 0.01 -0.95
C -4.6636 3.0817 -0.5525 0.05 0.06 -0.02 -0.41
C -4.0085 4.2072 -1.0387 -0.10 -0.02 0.00 -0.66
C -2.6611 4.1501 -1.3441 0.22 -0.08 -0.07 0.01
H 0.5970 4.0981 -4.5458 0.13 0.08 -0.08 0.23
H -0.1656 6.2629 -4.5601 -0.01 0.01 0.00 0.28
H -0.3456 8.4223 -3.3926 0.01 0.00 -0.01 0.34
H 0.4458 8.6507 -1.0519 -0.02 -0.02 0.01 0.36
H 1.3870 6.6708 0.1039 0.02 -0.04 0.00 0.37
H 1.5513 4.4973 -1.0563 0.01 0.06 0.00 0.48
H -2.0808 0.9027 -0.5747 0.05 -0.21 -0.06 0.64
H -4.4580 1.0137 -0.0018 0.03 -0.01 0.00 0.49
H -5.7161 3.1342 -0.3019 0.00 -0.03 0.01 0.36
H -4.5493 5.1365 -1.1731 0.00 0.00 0.01 0.37
H -2.1319 5.0200 -1.7153 0.05 0.01 0.04 0.40
N -1.2646 0.6286 2.3035 -0.09 -0.22 -0.26 -0.33
N -2.1432 -0.4176 2.6600 -0.05 -0.04 0.03 -0.30
C -2.5034 -1.4157 1.6740 -0.20 0.11 0.27 0.18
O -3.5791 -1.9856 1.9235 0.11 0.00 -0.07 -0.81
O -1.6946 -1.5885 0.7316 -1.60 -0.71 0.57 -0.42
H -0.7576 0.9423 3.1166 0.17 -0.05 -0.01 0.25
H -1.7467 1.4222 1.8918 -0.08 0.01 0.03 0.13
H -2.9666 -0.1371 3.1708 -0.10 0.04 -0.02 0.21
N 1.8950 1.6349 2.0804 -0.05 0.03 0.10 -0.51
C 2.7562 1.2407 2.7435 0.02 0.07 -0.19 0.52
N 3.7471 0.7869 3.5016 -0.13 -0.17 0.15 0.06
C 3.9050 1.3306 4.8402 0.13 0.21 0.04 -0.84
C 4.8235 2.5709 4.8255 -0.02 -0.06 -0.16 -0.58
C 5.7669 2.5093 3.6142 0.02 -0.10 0.08 -0.72
C 6.1893 1.0631 3.3531 -0.16 0.18 -0.03 -0.67
C 4.9653 0.2510 2.8927 0.26 -0.05 0.01 -0.59
H 4.3392 0.5455 5.4644 -0.05 -0.02 -0.01 0.31
H 2.9229 1.5736 5.2401 -0.01 -0.08 0.02 0.42
H 5.4031 2.6012 5.7519 -0.02 0.02 0.02 0.37
H 4.2246 3.4818 4.7760 0.01 0.01 0.05 0.29
H 6.6348 3.1496 3.7801 -0.01 0.02 -0.03 0.43
H 5.2485 2.8834 2.7281 0.03 0.05 0.00 0.29
H 6.6068 0.6360 4.2697 0.04 -0.02 -0.01 0.33
H 6.9630 1.0173 2.5865 0.02 -0.07 0.02 0.41
H 5.0764 -0.7989 3.1741 -0.04 0.06 -0.08 -0.12
H 4.8579 0.3032 1.8110 -0.06 -0.01 0.01 0.59
C 0.0654 -0.0713 -5.0290 0.13 0.09 -0.10 -0.96
N -0.4920 -1.2713 -4.4493 -0.20 -0.17 0.36 0.31
C 0.1800 -2.4725 -4.2853 0.07 -0.02 -0.07 -0.42
C -0.6181 -3.2927 -3.5851 -0.07 -0.15 -0.10 -0.80
N -1.7892 -2.6007 -3.3308 0.42 0.15 0.02 0.12
C -1.7180 -1.3470 -3.8617 0.00 -0.14 -0.37 -0.10
S -2.9525 -0.2246 -3.9435 -0.28 0.28 0.20 -0.46
H 0.4275 -0.2801 -6.0377 -0.03 0.00 0.00 0.35
H 0.8869 0.2981 -4.4121 -0.01 -0.05 0.03 0.28
H -0.7250 0.6739 -5.0659 -0.01 0.00 -0.01 0.25
H 1.1842 -2.6145 -4.6420 0.00 0.02 0.03 0.47
H -0.4579 -4.2969 -3.2397 0.05 0.05 0.09 0.52
H -2.4708 -2.8471 -2.6333 -0.12 0.04 -0.09 0.33
F -0.1080 -4.6684 1.4323 0.08 0.06 -0.07 -0.21
C 0.1767 -4.5461 0.1479 -0.09 -0.23 -0.20 0.59
F 0.6402 -5.7273 -0.3107 -0.14 0.18 0.12 -0.27
F -0.9519 -4.2873 -0.5219 0.15 -0.03 0.11 -0.18
S 1.4387 -3.1872 -0.1941 0.27 -1.03 -0.15 1.75
O 1.6399 -2.4900 1.0426 -0.10 0.01 0.45 -0.89
O 0.8434 -2.4628 -1.2722 0.54 -1.12 -0.87 -0.63
N 2.7453 -3.9495 -0.6739 -0.07 0.13 0.22 -0.66
S 3.6083 -4.5493 0.5128 0.56 -0.27 0.26 1.06
O 4.7424 -5.2583 -0.0055 -0.12 0.09 -0.35 -0.72
O 2.8420 -5.1889 1.5444 -0.07 0.07 0.11 -0.64
C 4.4326 -3.0765 1.3747 0.28 -0.12 -0.11 0.68
F 4.3971 -1.9667 0.6338 -0.03 -0.12 0.10 -0.22
F 5.7374 -3.3816 1.5667 -0.21 0.09 0.01 -0.28
F 3.9254 -2.8207 2.5811 -0.08 -0.04 -0.15 -0.26
```
Forces are in eV/Å.

***

No. 3
Computed, not measured: C5H11NO2 in the gas phase, with ωB97M-V with the def2-TZVPD basis set.

**ΔE to the lowest compared entry with this formula, charge and spin**: 90.24 kJ/mol
**Structure (SMILES)**: OC(O)[C@H]1CCNC1
**E_tot**: -10948.332 eV
**LUMO energy**: 0.83 eV
**Gap between HOMO and LUMO**: 9.91 eV

Structure (XYZ):
```
19
Properties=species:S:1:pos:R:3:forces:R:3:mulliken_charge:R:1
O 0.3488 0.4176 -1.9156 -0.17 0.21 -0.25 -0.57
C 0.8042 -0.6846 -1.2360 0.53 -0.35 0.60 -0.40
O 0.2764 -1.8476 -1.8530 -0.38 0.23 -0.35 -0.52
C 0.4372 -0.6772 0.2693 -0.11 0.12 -0.41 0.38
C 0.8955 0.6163 0.9505 0.01 0.01 -0.08 -0.83
C -0.3014 1.5756 0.8055 0.17 0.37 0.01 -0.64
N -1.3750 0.7816 0.2025 -0.33 0.09 0.01 -0.50
C -1.0802 -0.6237 0.4461 -0.06 -0.48 0.06 -0.88
H -0.5524 0.6144 -1.6008 0.02 0.10 0.08 0.44
H 1.9028 -0.6808 -1.3403 -0.19 -0.02 0.04 0.41
H 0.7671 -2.6171 -1.5764 0.28 -0.30 0.17 0.31
H 0.8708 -1.5649 0.7351 -0.02 0.02 -0.05 0.49
H 1.1135 0.4299 2.0026 0.03 0.03 -0.03 0.31
H 1.7925 1.0183 0.4753 -0.02 -0.02 0.10 0.33
H -0.5876 1.9909 1.7765 0.00 -0.01 0.01 0.35
H -0.0671 2.4079 0.1382 0.05 0.02 0.12 0.29
H -2.2894 1.0500 0.5457 0.10 -0.02 -0.09 0.29
H -1.3527 -0.9584 1.4598 0.01 0.03 -0.09 0.39
H -1.6029 -1.2482 -0.2848 0.08 -0.02 0.16 0.37
```
Forces are in eV/Å.